{
  "formula": "C3H14N2O2",
  "method": "ωB97M-V/def2-TZVPD",
  "elements": ["N", "C", "C", "C", "N", "H", "H", "H", "H", "H", "H", "H", "H", "H", "H", "H", "H", "O", "H", "H", "O"],
  "xyz": [[1.4403, -2.1925, -0.2069], [-0.0124, -1.8865, -0.3311], [-0.5117, -0.7746, 0.6112], [-1.7921, -0.1193, 0.0925], [-1.8762, 1.2907, 0.5487], [1.7206, -1.7868, 0.6881], [1.8948, -1.4719, -0.7756], [-0.2169, -1.6629, -1.3873], [-0.5611, -2.8130, -0.1255], [0.2464, -0.0145, 0.7822], [-0.6444, -1.3045, 1.5504], [-1.7132, -0.1261, -1.0030], [-2.6786, -0.6428, 0.4532], [-2.6875, 1.7496, 0.1581], [-1.0654, 1.7538, 0.1573], [-0.4231, 2.9170, 1.8856], [1.0413, 2.6041, 2.1522], [0.4700, 3.2391, 1.7027], [2.1326, 1.1295, -2.3966], [2.9632, -0.1362, -2.5681], [2.2733, 0.2477, -1.9883]],
  "atomic_forces_ev_per_a": [[-0.198, 1.177, 0.286], [0.510, -0.246, -0.351], [-0.149, -0.757, -0.368], [0.348, 0.700, 0.110], [0.208, -0.412, 0.349], [-0.058, -0.636, 0.332], [-0.030, -0.289, -0.537], [0.125, 0.170, 0.232], [-0.102, 0.100, 0.081], [0.199, 0.081, -0.299], [-0.286, 0.368, 0.514], [-0.400, -0.307, 0.092], [-0.033, -0.081, -0.284], [-0.108, -0.031, -0.127], [0.097, 0.257, -0.091], [0.059, -0.081, -0.074], [0.008, 0.058, -0.195], [-0.120, -0.018, 0.269], [-0.060, -0.018, 0.120], [0.010, 0.035, 0.005], [-0.019, -0.071, -0.064]],
  "mulliken_charge": [-0.9944, -0.7708, -0.4045, -0.6365, -0.7114, 0.3571, 0.3808, 0.4319, 0.3036, 0.3430, 0.1886, 0.3773, 0.2738, 0.2269, 0.2948, 0.3415, 0.3578, -0.7931, 0.6170, 0.5808, -1.7643],
  "homo_lumo_gap_ha": [0.100, 0.356],
  "charge": -1,
  "multiplicity": 2,
  "e_above_lowest_kj_mol": 38.0,
  "homo_energy_ev": [0.88, -6.21]
}